Record 1
This record from the Open Molecules 2025 dataset describes a structure of composition C25H45BrClPY. The level of theory is the ωB97M-V functional and the def2-TZVPD basis.

Calculated values
- Frontier orbital gap: 3.27 eV
- ΔE to the lowest compared entry with this formula, charge and spin: 269.0 kJ/mol
- HOMO level: -0.769 eV
- Energy: -4393.435330 Eh
- Charge: -1

Element x y z (Å)
Y (-1.188, 0.179, 2.436)
Cl (-3.482, -1.208, 2.193)
P (0.043, 0.389, -0.180)
C (-0.825, 2.014, 3.357)
H (0.210, 2.148, 3.206)
H (-1.158, 1.978, 4.344)
C (1.408, -0.572, -0.992)
C (0.222, 2.166, -0.715)
C (2.784, 0.001, -0.610)
H (1.306, -1.566, -0.516)
C (3.917, -0.940, -1.049)
H (2.924, 0.977, -1.100)
H (2.847, 0.179, 0.474)
C (3.840, -1.295, -2.538)
H (4.881, -0.469, -0.825)
H (3.859, -1.860, -0.453)
C (2.439, -1.744, -2.974)
H (4.137, -0.420, -3.132)
H (4.562, -2.088, -2.764)
C (1.327, -0.792, -2.511)
H (2.398, -1.840, -4.067)
H (2.237, -2.741, -2.558)
H (1.433, 0.169, -3.035)
H (0.355, -1.206, -2.807)
C (-1.590, -0.272, -0.876)
C (0.660, 2.444, -2.155)
H (-0.799, 2.564, -0.569)
C (0.513, 3.943, -2.451)
H (1.714, 2.155, -2.289)
H (0.072, 1.870, -2.885)
C (1.291, 4.816, -1.456)
H (0.853, 4.147, -3.474)
H (-0.553, 4.205, -2.407)
C (1.052, 4.431, 0.011)
H (2.364, 4.737, -1.678)
H (1.017, 5.866, -1.608)
C (1.144, 2.921, 0.261)
H (1.776, 4.949, 0.651)
H (0.052, 4.771, 0.315)
H (2.182, 2.578, 0.133)
H (0.857, 2.712, 1.299)
C (-1.598, -1.814, -0.873)
H (-2.359, 0.060, -0.148)
C (-2.960, -2.361, -1.333)
H (-0.806, -2.200, -1.533)
H (-1.395, -2.204, 0.135)
C (-3.418, -1.767, -2.669)
H (-2.897, -3.453, -1.412)
H (-3.696, -2.138, -0.549)
C (-3.328, -0.237, -2.714)
H (-2.799, -2.186, -3.474)
H (-4.450, -2.077, -2.871)
C (-1.969, 0.302, -2.246)
H (-3.520, 0.117, -3.733)
H (-4.110, 0.189, -2.071)
H (-1.201, 0.034, -2.989)
H (-2.010, 1.401, -2.208)
C (0.500, -1.461, 3.048)
C (-0.080, -0.755, 4.021)
H (1.191, -1.059, 2.320)
C (-1.330, -1.106, 4.752)
H (0.291, 0.381, 4.387)
C (-1.221, -2.622, 5.096)
H (-1.403, -0.490, 5.651)
H (-2.346, -0.981, 4.281)
C (-0.908, -3.426, 3.840)
H (-0.406, -2.728, 5.820)
H (-2.112, -2.994, 5.602)
C (0.352, -2.925, 3.065)
H (-0.796, -4.495, 4.111)
H (-1.770, -3.368, 3.179)
H (1.218, -3.495, 3.486)
H (0.295, -3.315, 2.048)
Br (-2.041, 2.875, 1.975)

Mulliken atomic charge list, values in e, 6 entries:
1. Y -0.225
2. Cl -0.583
3. P 0.658
4. C -1.455
5. H 0.605
6. H 0.654

Record 2
This record from the Open Molecules 2025 dataset describes a structure of composition C25H45ClCoP2. The level of theory is the ωB97M-V functional and the def2-TZVPD basis.

Calculated values
- 2S+1: 5
- Frontier orbital gap (spin up / spin down): 5.60 / 5.97 eV
- HOMO level (spin up / spin down): -7.632 / -9.777 eV
- Energy: -3504.694421 Eh
- Expectation value of S²: 6.0278
- Charge: +1

Element x y z (Å)
Co (-2.031, 0.479, -1.202)
C (1.687, 0.518, 2.711)
C (0.892, -0.695, 2.770)
C (3.092, -1.281, 2.270)
C (3.018, 0.153, 2.393)
C (1.769, -1.786, 2.495)
C (1.212, 1.920, 2.975)
H (0.120, 1.972, 3.053)
H (1.568, 2.623, 2.203)
H (1.622, 2.231, 3.937)
C (4.206, 1.051, 2.478)
H (3.909, 2.074, 2.210)
H (5.011, 0.694, 1.819)
H (4.600, 1.038, 3.511)
C (4.321, -2.111, 2.267)
H (4.659, -2.253, 3.309)
H (5.112, -1.569, 1.736)
H (4.145, -3.082, 1.780)
C (1.379, -3.214, 2.533)
H (1.718, -3.602, 3.505)
H (1.839, -3.825, 1.749)
H (0.295, -3.379, 2.475)
C (-0.496, -0.819, 3.301)
H (-0.530, -1.110, 4.354)
H (-1.045, -1.545, 2.694)
H (-1.001, 0.141, 3.217)
C (-2.662, 1.814, -2.739)
C (-2.754, 2.402, -1.459)
C (-3.966, 2.240, -0.610)
C (-4.441, 0.764, -0.457)
C (-3.462, -0.363, -0.529)
C (-2.883, -0.955, -1.751)
C (-3.360, -0.550, -3.075)
C (-3.655, 0.921, -3.352)
H (-4.806, 2.821, -0.976)
H (-5.245, 0.540, -1.176)
H (-3.742, 2.704, 0.350)
H (-4.665, 1.207, -3.092)
H (-1.878, 2.201, -3.395)
H (-2.118, 3.272, -1.236)
H (-3.617, 1.063, -4.431)
H (-2.652, -0.895, -3.824)
H (-2.531, -1.963, -1.692)
H (-4.252, -1.113, -3.272)
H (-4.862, 0.740, 0.554)
H (-3.351, -0.861, 0.464)
P (0.652, 1.696, -0.923)
P (0.725, -1.688, -0.779)
C (0.088, 0.604, -2.368)
C (0.493, -0.898, -2.493)
H (0.355, 1.128, -3.308)
H (-1.059, 0.577, -2.355)
H (-0.297, -1.478, -3.023)
H (1.461, -1.010, -3.001)
C (2.150, -2.727, -1.115)
H (2.671, -2.915, -0.144)
H (2.851, -2.226, -1.815)
H (1.800, -3.687, -1.516)
C (-0.575, -3.002, -0.492)
H (-0.817, -3.473, -1.442)
H (-1.485, -2.552, -0.082)
H (-0.119, -3.770, 0.178)
C (0.774, 3.416, -1.373)
H (0.742, 3.921, -0.413)
H (-0.071, 3.635, -2.027)
H (1.739, 3.589, -1.831)
C (-0.552, 1.562, 0.307)
H (-0.342, 0.870, 1.095)
H (-1.611, 1.505, 0.057)
H (-0.570, 2.532, 0.797)
Cl (3.273, 1.060, -2.105)
C (2.378, 1.029, -0.606)
H (2.318, -0.010, -0.178)
H (2.864, 1.701, 0.109)

Mulliken atomic charge list, values in e, 6 entries:
1. Co -0.410
2. C 1.162
3. C 1.016
4. C 0.505
5. C 0.223
6. C 0.665

Record 3
This record from the Open Molecules 2025 dataset describes a cluster of 8 separate species, C25H45FN9O in total. The level of theory is the ωB97M-V functional and the def2-TZVPD basis.

Calculated values
- Frontier orbital gap: 9.78 eV
- HOMO level: -11.727 eV
- Energy: -1647.186176 Eh
- Charge: +1

Element x y z (Å)
C (0.248, -0.185, 3.658)
C (-1.168, 0.155, 3.225)
F (-1.787, -1.002, 2.901)
N (-1.216, 1.083, 2.068)
C (-0.474, 0.490, 0.911)
C (-0.747, 1.180, -0.438)
O (-2.097, 1.548, -0.643)
C (-2.441, 2.370, 0.448)
C (-2.626, 1.466, 1.674)
C (-3.350, 2.288, 2.744)
C (-4.909, 2.180, 2.727)
C (-5.538, 1.533, 1.489)
C (-5.726, -0.014, 1.548)
C (-5.092, -0.731, 2.744)
N (-4.951, -2.153, 2.416)
H (0.259, -0.561, 4.672)
H (0.660, -0.939, 2.989)
H (0.889, 0.688, 3.576)
H (-1.681, 0.548, 4.096)
H (-0.674, 1.917, 2.338)
H (0.593, 0.550, 1.075)
H (-0.695, -0.565, 0.790)
H (-0.127, 2.076, -0.528)
H (-0.470, 0.491, -1.229)
H (-1.621, 3.078, 0.624)
H (-3.336, 2.956, 0.285)
H (-3.107, 0.534, 1.402)
H (-3.088, 3.328, 2.551)
H (-3.016, 2.093, 3.761)
H (-5.279, 3.201, 2.772)
H (-5.238, 1.723, 3.653)
H (-5.029, 1.779, 0.563)
H (-6.533, 1.958, 1.390)
H (-5.304, -0.454, 0.642)
H (-6.781, -0.265, 1.536)
H (-4.131, -0.311, 3.058)
H (-5.769, -0.622, 3.590)
H (-4.317, -2.216, 1.627)
H (-4.481, -2.643, 3.169)
C (1.626, -1.459, -1.283)
C (2.181, -1.673, 0.057)
N (2.602, -1.834, 1.109)
H (1.629, -0.393, -1.514)
H (2.228, -1.983, -2.020)
H (0.614, -1.833, -1.325)
C (-1.834, -0.428, -3.914)
C (-1.061, -1.577, -3.441)
N (-0.461, -2.480, -3.076)
H (-1.184, 0.234, -4.494)
H (-2.658, -0.772, -4.537)
H (-2.239, 0.122, -3.065)
C (3.892, 1.274, 1.813)
C (2.662, 2.028, 1.988)
N (1.676, 2.601, 2.068)
H (4.410, 1.607, 0.916)
H (4.550, 1.409, 2.671)
H (3.642, 0.218, 1.714)
C (-0.527, 1.748, -7.852)
C (-0.079, 1.537, -6.475)
N (0.274, 1.369, -5.401)
H (-0.537, 2.813, -8.074)
H (0.148, 1.245, -8.539)
H (-1.531, 1.347, -7.977)
C (4.916, -4.239, -1.959)
C (5.965, -3.220, -1.882)
N (6.777, -2.418, -1.819)
H (4.191, -3.963, -2.720)
H (5.346, -5.202, -2.219)
H (4.411, -4.321, -0.998)
C (4.887, 3.448, 5.787)
C (5.685, 2.839, 4.722)
N (6.316, 2.361, 3.897)
H (5.433, 4.280, 6.225)
H (3.946, 3.813, 5.379)
H (4.681, 2.710, 6.560)
C (4.645, -4.658, -6.422)
C (4.493, -5.547, -5.270)
N (4.379, -6.245, -4.372)
H (4.976, -3.677, -6.089)
H (5.382, -5.070, -7.108)
H (3.692, -4.559, -6.938)

Mulliken atomic charge list, values in e, 6 entries:
1. C -1.307
2. C 0.212
3. F -0.373
4. N 0.138
5. C -0.276
6. C -0.684

Record 4
This record from the Open Molecules 2025 dataset describes a structure of composition C25H45GaN2P3Se2. The level of theory is the ωB97M-V functional and the def2-TZVPD basis.

Calculated values
- Frontier orbital gap (spin up / spin down): 3.63 / 4.15 eV
- ΔE to the lowest compared entry with this formula, charge and spin: 346.2 kJ/mol
- HOMO level (spin up / spin down): -15.626 / -15.627 eV
- Energy: -8839.690823 Eh
- Charge: +3

Element x y z (Å)
Ga (-1.354, -0.148, -2.404)
P (-1.530, -2.439, -0.305)
P (1.596, -0.878, 1.319)
P (1.081, -1.432, -2.094)
H (-2.757, 2.307, -4.928)
C (-3.019, 1.270, -5.151)
C (-3.069, 0.262, -4.228)
H (-3.236, 0.507, -3.117)
C (-2.957, -2.211, 0.848)
C (-0.613, -3.667, 0.743)
C (-2.253, -3.663, -1.474)
C (2.781, 0.531, 1.393)
C (1.002, -0.768, 3.054)
C (2.804, -2.271, 1.538)
C (0.853, -1.525, -3.921)
C (1.617, -3.181, -1.880)
C (2.741, -0.662, -2.086)
H (-3.415, 1.201, -6.188)
H (-3.383, -0.755, -4.533)
H (-3.332, -1.179, 0.816)
H (-2.643, -2.448, 1.874)
H (-3.754, -2.905, 0.543)
H (-0.296, -3.231, 1.703)
H (0.263, -4.068, 0.210)
H (-1.312, -4.488, 0.934)
H (-2.848, -3.184, -2.277)
H (-2.895, -4.333, -0.896)
H (-1.448, -4.246, -1.949)
H (3.518, 0.404, 2.207)
H (2.204, 1.459, 1.550)
H (3.310, 0.620, 0.434)
H (1.558, -1.446, 3.715)
H (-0.055, -1.061, 3.040)
H (1.067, 0.253, 3.449)
H (3.365, -2.138, 2.477)
H (3.511, -2.321, 0.694)
H (2.243, -3.219, 1.581)
H (1.712, -2.074, -4.327)
H (0.845, -0.500, -4.320)
H (-0.090, -2.032, -4.170)
H (2.301, -3.430, -2.702)
H (0.760, -3.861, -1.910)
H (2.140, -3.279, -0.917)
H (3.318, -1.054, -2.932)
H (3.251, -0.916, -1.148)
H (2.684, 0.426, -2.179)
C (1.368, 3.267, -2.617)
C (0.008, 3.003, -2.831)
C (-0.297, 2.333, -4.013)
C (0.587, 2.223, -5.095)
C (1.887, 2.699, -4.920)
C (2.258, 3.254, -3.690)
Se (1.922, 3.374, -0.765)
H (3.127, 2.500, -0.634)
H (-0.776, 3.163, -2.040)
H (-1.252, 1.841, -4.085)
H (0.272, 1.752, -6.036)
H (2.598, 2.627, -5.722)
H (3.280, 3.578, -3.498)
C (-2.924, 0.151, 3.736)
N (-2.036, 1.297, 3.545)
C (-1.490, 1.711, 2.351)
Se (-1.749, 1.016, 0.661)
N (-0.647, 2.745, 2.680)
C (-0.569, 2.923, 4.060)
C (0.470, 3.484, 4.788)
C (0.487, 3.205, 6.158)
C (-0.421, 2.295, 6.730)
C (-1.386, 1.631, 5.956)
C (-1.463, 2.004, 4.609)
H (-2.363, -0.802, 3.757)
H (-3.659, 0.152, 2.919)
H (-3.408, 0.309, 4.714)
H (-0.125, 3.276, 1.981)
H (1.218, 4.105, 4.269)
H (1.225, 3.700, 6.792)
H (-0.358, 2.112, 7.816)
H (-2.049, 0.847, 6.336)

Mulliken atomic charge list, values in e, 6 entries:
1. Ga 0.923
2. P 0.624
3. P 0.746
4. P 0.876
5. H 0.344
6. C -0.525

Record 5
This record from the Open Molecules 2025 dataset describes a cluster of 8 separate species, C25H45N13O4PS in total. The level of theory is the ωB97M-V functional and the def2-TZVPD basis.

Calculated values
- Frontier orbital gap: 6.82 eV
- HOMO level: -11.524 eV
- Energy: -2731.500836 Eh
- Charge: +1

Element x y z (Å)
C (-0.792, 2.696, -2.818)
C (0.454, 1.892, -3.302)
O (1.182, 2.580, -4.309)
C (0.118, 0.443, -3.737)
N (-0.675, -0.191, -2.673)
C (0.179, -0.733, -1.595)
C (0.011, 0.076, -0.295)
O (1.287, 0.261, 0.406)
C (1.041, 0.967, 1.503)
C (1.459, 2.321, 1.539)
P (2.376, 2.990, 0.034)
S (1.766, 4.759, -0.463)
N (1.297, 3.201, 2.483)
N (0.657, 2.653, 3.477)
O (0.397, 3.527, 4.511)
C (0.230, 1.417, 3.639)
O (-0.373, 1.082, 4.781)
C (0.391, 0.445, 2.648)
C (-0.073, -0.980, 2.799)
C (1.060, -2.040, 2.515)
N (2.355, -1.562, 2.971)
N (0.774, -3.247, 3.299)
N (1.070, -2.466, 1.108)
H (-0.739, 2.832, -1.729)
H (-0.745, 3.685, -3.287)
H (-1.708, 2.153, -3.068)
H (1.128, 1.792, -2.424)
H (1.562, 3.358, -3.886)
H (1.102, -0.050, -3.882)
H (-0.409, 0.524, -4.695)
H (-1.132, -0.974, -3.128)
H (-0.218, -1.737, -1.393)
H (1.221, -0.881, -1.900)
H (-0.458, 1.041, -0.547)
H (-0.721, -0.449, 0.327)
H (2.364, 2.021, -0.991)
H (3.727, 3.084, 0.470)
H (1.291, 3.843, 4.755)
H (-1.120, 1.692, 4.907)
H (-0.329, -1.110, 3.857)
H (-0.945, -1.236, 2.191)
H (2.996, -2.347, 3.056)
H (2.786, -0.953, 2.279)
H (-0.155, -3.534, 2.988)
H (0.695, -3.019, 4.291)
H (1.013, -3.478, 1.098)
H (1.917, -2.164, 0.648)
C (1.825, 5.914, 7.837)
C (2.633, 4.837, 7.247)
N (3.246, 3.998, 6.777)
H (0.775, 5.767, 7.590)
H (1.941, 5.909, 8.919)
H (2.153, 6.876, 7.448)
C (4.263, -1.038, -4.434)
C (3.005, -1.668, -4.017)
N (2.028, -2.159, -3.695)
H (4.416, -0.114, -3.878)
H (5.095, -1.713, -4.242)
H (4.226, -0.811, -5.498)
C (-0.204, -3.196, -6.729)
C (-1.171, -2.144, -6.393)
N (-1.927, -1.329, -6.135)
H (-0.731, -4.126, -6.977)
H (0.395, -2.887, -7.584)
H (0.453, -3.375, -5.879)
C (-0.547, -1.285, 7.628)
C (0.271, -2.353, 7.040)
N (0.908, -3.182, 6.584)
H (-1.596, -1.451, 7.392)
H (-0.421, -1.278, 8.709)
H (-0.237, -0.321, 7.227)
C (-2.228, 4.217, 2.712)
C (-3.471, 3.438, 2.787)
N (-4.433, 2.828, 2.840)
H (-2.396, 5.224, 3.090)
H (-1.461, 3.736, 3.313)
H (-1.888, 4.277, 1.679)
C (-2.373, -6.696, -5.088)
C (-1.384, -6.344, -6.115)
N (-0.619, -6.072, -6.916)
H (-1.902, -6.690, -4.107)
H (-3.188, -5.974, -5.098)
H (-2.772, -7.688, -5.286)
C (-4.980, -0.873, -4.530)
C (-6.032, -1.897, -4.547)
N (-6.848, -2.694, -4.557)
H (-4.611, -0.740, -3.514)
H (-4.155, -1.179, -5.171)
H (-5.378, 0.074, -4.890)

Mulliken atomic charge list, values in e, 6 entries:
1. C -1.079
2. C 1.926
3. O -0.635
4. C -0.551
5. N -0.118
6. C -0.923

Record 6
This record from the Open Molecules 2025 dataset describes a structure of composition C25H45N2OP3SeSm. The level of theory is the ωB97M-V functional and the def2-TZVPD basis.

Calculated values
- 2S+1: 6
- Frontier orbital gap (spin up / spin down): 4.77 / 5.04 eV
- ΔE to the lowest compared entry with this formula, charge and spin: 0.0 kJ/mol
- HOMO level (spin up / spin down): -14.473 / -14.475 eV
- Energy: -5246.895813 Eh
- Expectation value of S²: 8.8016
- Charge: +3

Element x y z (Å)
Sm (-0.467, 0.335, -0.047)
P (2.125, -1.189, 1.371)
P (1.786, 2.142, -0.626)
P (-0.775, -2.506, -0.778)
H (-0.553, 1.902, -9.516)
C (-1.500, 1.363, -9.402)
C (-2.634, 2.001, -9.078)
H (-2.654, 3.085, -8.919)
C (3.438, -2.105, 0.564)
C (2.839, 0.163, 2.301)
C (1.228, -2.264, 2.490)
C (1.087, 3.217, -1.933)
C (2.245, 3.370, 0.661)
C (3.433, 1.757, -1.347)
C (-2.028, -2.485, -2.114)
C (-1.570, -3.619, 0.448)
C (0.474, -3.632, -1.526)
H (-1.487, 0.287, -9.607)
H (-3.587, 1.469, -8.996)
H (4.135, -2.493, 1.318)
H (3.967, -1.431, -0.119)
H (3.012, -2.934, -0.013)
H (3.396, -0.249, 3.157)
H (2.075, 0.850, 2.694)
H (3.532, 0.742, 1.678)
H (1.820, -3.178, 2.659)
H (0.234, -2.562, 2.121)
H (1.092, -1.769, 3.463)
H (1.600, 4.187, -1.935)
H (0.014, 3.383, -1.759)
H (1.200, 2.741, -2.915)
H (3.259, 3.754, 0.483)
H (2.205, 2.917, 1.660)
H (1.530, 4.203, 0.635)
H (3.940, 2.683, -1.659)
H (3.309, 1.109, -2.224)
H (4.066, 1.238, -0.614)
H (-2.593, -3.426, -2.108)
H (-1.540, -2.352, -3.089)
H (-2.723, -1.649, -1.959)
H (-2.318, -4.256, -0.045)
H (-2.079, -3.008, 1.209)
H (-0.821, -4.253, 0.941)
H (-0.011, -4.456, -2.073)
H (1.122, -4.057, -0.748)
H (1.093, -3.065, -2.234)
C (-0.873, 0.579, -3.390)
C (0.327, 0.130, -3.992)
C (0.380, -0.019, -5.373)
C (-0.740, 0.283, -6.149)
C (-1.923, 0.740, -5.560)
C (-1.997, 0.900, -4.176)
O (-0.974, 0.679, -2.066)
H (1.440, -0.743, 0.135)
H (1.171, -0.112, -3.345)
H (1.302, -0.379, -5.833)
H (-0.701, 0.171, -7.234)
H (-2.797, 0.979, -6.170)
H (-2.895, 1.246, -3.663)
C (0.907, 1.238, 5.256)
N (-0.455, 0.752, 5.084)
C (-1.206, 0.858, 3.942)
Se (-0.766, 1.805, 2.377)
N (-2.440, 0.366, 4.280)
C (-2.493, -0.003, 5.633)
C (-3.589, -0.185, 6.477)
C (-3.342, -0.163, 7.858)
C (-2.047, 0.058, 8.369)
C (-0.955, 0.260, 7.501)
C (-1.216, 0.215, 6.134)
H (1.084, 2.085, 4.591)
H (1.638, 0.446, 5.045)
H (1.041, 1.570, 6.289)
H (-3.223, 0.349, 3.633)
H (-4.579, -0.334, 6.033)
H (-4.168, -0.298, 8.560)
H (-1.892, 0.102, 9.448)
H (0.064, 0.464, 7.839)

Mulliken atomic charge list, values in e, 6 entries:
1. Sm 0.308
2. P 1.123
3. P 1.006
4. P 0.817
5. H 0.280
6. C -0.577